Here is C27H32N4O4PPtS as an isolated structure in a non-equilibrium geometry from OMol25. Energies are from the ωB97M-V functional and the def2-TZVPD basis.

```
! RIJCOSX wB97M-V def2-TZVPD def2/J DEFGRID3
* xyz 1 3
Pt -0.20 -0.88 -0.11
O -2.17 -0.98 3.49
S -1.23 -1.18 2.44
O -0.24 -0.09 2.26
O -1.86 -1.49 1.13
C -0.25 -2.63 2.79
C -0.80 -3.70 3.46
C -0.08 -4.88 3.59
C 1.18 -4.97 3.02
C 1.74 -3.89 2.35
C 1.03 -2.70 2.24
P 1.69 -1.22 1.42
C 3.05 -1.85 0.38
C 4.32 -1.28 0.35
C 5.25 -1.73 -0.57
C 4.93 -2.73 -1.47
C 3.66 -3.28 -1.46
C 2.72 -2.83 -0.56
C 2.57 -0.35 2.75
C 3.53 -1.07 3.46
C 4.28 -0.44 4.43
C 4.09 0.90 4.71
C 3.12 1.61 4.02
C 2.37 1.00 3.03
H -1.79 -3.59 3.88
H -0.49 -5.72 4.12
H 1.75 -5.89 3.10
H 2.73 -3.98 1.91
H 4.57 -0.49 1.04
H 6.24 -1.29 -0.59
H 5.66 -3.07 -2.19
H 3.40 -4.05 -2.17
H 1.71 -3.23 -0.56
H 3.68 -2.12 3.24
H 5.03 -1.00 4.98
H 4.68 1.39 5.47
H 2.96 2.66 4.23
H 1.61 1.54 2.50
C 1.63 -1.10 -3.33
C 1.83 0.03 -2.41
N 1.09 0.32 -1.35
C 1.60 1.46 -0.81
C 2.66 1.87 -1.54
N 2.79 0.96 -2.55
H 1.01 -1.84 -2.84
H 2.59 -1.55 -3.60
H 1.14 -0.76 -4.24
H 1.17 1.91 0.07
H 3.31 2.72 -1.44
H 3.50 0.97 -3.28
C -1.87 -4.38 0.18
N -2.42 -3.93 -1.07
C -3.87 -3.94 -1.12
C -1.69 -3.16 -1.91
O -0.59 -2.65 -1.60
N -2.18 -2.99 -3.17
C -2.77 -4.07 -3.94
C -1.73 -1.89 -3.97
H -2.16 -5.43 0.34
H -2.26 -3.78 1.01
H -0.79 -4.30 0.16
H -4.25 -3.50 -0.20
H -4.24 -4.97 -1.20
H -4.23 -3.36 -1.96
H -2.88 -4.97 -3.35
H -2.12 -4.28 -4.79
H -3.75 -3.76 -4.34
H -1.39 -1.09 -3.32
H -2.57 -1.54 -4.57
H -0.92 -2.19 -4.64
*
```

Values from the calculation:
largest force on an atom = 0.0338 hartree/bohr
orbital gap (spin up / spin down) = 0.3020 / 0.2820 Ha


Here is a single C27H32N4O5S molecule in a non-equilibrium geometry from OMol25. Energies are from the ωB97M-V functional and the def2-TZVPD basis.

```
! RIJCOSX wB97M-V def2-TZVPD def2/J DEFGRID3
* xyz 0 1
C -3.64 -3.55 -2.67
C -2.81 -3.96 -1.46
O -2.45 -2.86 -0.65
C -1.51 -1.98 -1.09
C -1.39 -0.80 -0.34
C -0.43 0.14 -0.65
C 0.44 -0.08 -1.71
N 1.42 0.88 -2.05
C 1.14 1.68 -3.24
C 0.27 2.90 -2.88
O -0.90 2.98 -3.18
N 0.95 3.83 -2.19
C 0.35 5.03 -1.65
C 0.32 4.97 -0.12
C -0.30 6.24 0.46
C 0.48 7.47 -0.01
C 0.51 7.53 -1.53
C 1.13 6.26 -2.11
C 2.48 1.20 -1.29
O 3.20 2.16 -1.53
C 2.80 0.30 -0.11
S 2.94 -1.47 -0.56
C 1.70 -2.10 0.45
N 1.07 -1.48 1.41
N 0.17 -2.35 1.89
C 0.28 -3.44 1.23
C -0.50 -4.70 1.38
O 0.07 -5.60 2.30
C -0.08 -5.37 3.65
C -0.69 -4.26 4.21
C -0.79 -4.17 5.59
C -0.30 -5.16 6.41
C 0.32 -6.27 5.84
C 0.43 -6.38 4.47
O 1.25 -3.35 0.28
C 0.31 -1.23 -2.47
C -0.65 -2.18 -2.17
H -3.08 -2.89 -3.32
H -3.94 -4.43 -3.23
H -4.53 -3.02 -2.34
H -3.41 -4.59 -0.80
H -1.93 -4.53 -1.77
H -2.06 -0.65 0.49
H -0.35 1.04 -0.07
H 2.10 2.02 -3.66
H 0.60 1.07 -3.96
H 1.92 3.65 -1.96
H -0.67 5.07 -2.04
H -0.26 4.10 0.19
H 1.34 4.85 0.26
H -0.30 6.19 1.55
H -1.33 6.32 0.12
H 0.02 8.37 0.40
H 1.50 7.41 0.38
H 1.09 8.40 -1.85
H -0.51 7.64 -1.91
H 1.13 6.31 -3.20
H 2.17 6.17 -1.77
H 3.76 0.61 0.30
H 2.03 0.35 0.66
H -1.54 -4.45 1.65
H -0.49 -5.24 0.43
H -1.06 -3.46 3.60
H -1.27 -3.30 6.02
H -0.38 -5.08 7.48
H 0.71 -7.05 6.47
H 0.90 -7.23 4.01
H 0.98 -1.40 -3.30
H -0.71 -3.07 -2.77
*
```

Values from the calculation:
SMILES = CCOc1ccc(N(CC(=O)NC2CCCCC2)C(=O)CSc2nnc(COc3ccccc3)o2)cc1
largest force on an atom = 0.0282 hartree/bohr
orbital gap = 0.3356 Ha


- Look up the largest force on an atom of the first one.
  0.0338 hartree/bohr


- The lowest largest force on an atom belongs to which entry?
  C27H32N4O5S


- The lowest largest force on an atom belongs to which entry?
  C27H32N4O5S